Record 1
The following is a DFT calculation (the ωB97M-V functional and the def2-TZVPD basis) of a 2-piece molecular cluster, C2H6NO2 overall at a distorted geometry.

Structure (XYZ):
```
11
Properties=species:S:1:pos:R:3:forces:R:3
C -1.5750 -1.4485 -0.3464 -0.011 -0.343 -0.654
O -0.3516 -1.4341 0.3091 -0.265 -0.115 0.690
H -1.8287 -2.4715 -0.6590 0.258 -0.077 0.057
H -2.4666 -1.1409 0.2308 0.346 0.396 0.094
H -1.4895 -0.8748 -1.2789 -0.420 0.225 0.050
C 1.9346 1.5650 0.2807 0.037 -0.641 -1.442
N 0.7254 1.0241 0.2719 -0.274 0.217 1.147
O 2.3135 2.7279 0.0359 -0.169 0.281 0.684
H 2.7310 0.7835 0.3386 -0.034 0.051 0.186
H -0.0122 -0.4804 0.4045 0.371 -0.213 -0.304
H 0.0192 1.7496 0.4128 0.160 0.218 -0.509
```
Positions in Å, forces in eV/Å.

* total charge: -1
* ΔE to the lowest compared entry with this formula, charge and spin: 121.83 kJ/mol
* 2S+1: 1



Record 2
The following is a DFT calculation (the ωB97M-V functional and the def2-TZVPD basis) of an isolated ion of composition C2H6NO2 and charge +1 at a distorted geometry.

Structure (XYZ):
```
11
Properties=species:S:1:pos:R:3:forces:R:3
N -0.6393 0.4240 -1.6231 -2.346 2.424 -1.962
C 0.5010 0.4832 -0.6879 -1.153 -1.350 0.758
C 0.0616 -0.2508 0.5739 -1.503 1.155 1.658
O -1.1184 -0.1562 1.0027 4.574 -0.977 -1.504
O 1.2262 -0.6639 1.1387 -2.002 0.183 0.036
H -0.3472 1.0571 -2.4344 -0.900 -1.272 0.850
H -1.4697 0.9096 -1.1780 0.918 -0.552 -0.345
H -1.0935 -0.4786 -2.0055 1.684 1.189 0.940
H 1.3137 0.0705 -1.2233 1.131 -0.542 0.000
H 0.7384 1.4903 -0.3236 -0.356 0.043 -0.665
H 1.0957 -0.8506 2.0798 -0.048 -0.299 0.232
```
Positions in Å, forces in eV/Å.

* SMILES string: [NH3+]CC(=O)O
* total charge: +1
* ΔE to the lowest compared entry with this formula, charge and spin: 80.93 kJ/mol
* 2S+1: 1



Record 3
The following is a DFT calculation (the ωB97M-V functional and the def2-TZVPD basis) of C2H6NO2P as an isolated structure at a distorted geometry.

Structure (XYZ):
```
12
Properties=species:S:1:pos:R:3:forces:R:3
C 0.2983 -0.3687 -1.1057 -3.041 0.889 1.639
C -0.2195 -0.0861 0.2745 2.040 -3.560 2.733
N -0.2214 -1.4017 1.2123 2.062 1.749 -1.399
O -0.2018 2.4700 1.0752 -2.232 2.146 0.766
O 0.3338 0.9681 -1.5564 0.024 1.473 -1.543
P 0.7206 1.5033 0.5430 3.091 -2.083 0.300
H 1.1884 -0.8492 -1.2182 2.948 -0.659 0.031
H -0.4003 -0.9911 -1.5663 -1.258 -0.748 -1.510
H -1.2246 0.1750 0.2445 -2.035 0.481 -0.301
H 0.7715 -1.6868 1.4281 -1.089 0.427 -0.785
H -0.5407 1.3975 -1.4641 0.214 -0.542 -0.470
H -0.5043 -1.1303 2.1331 -0.723 0.426 0.539
```
Positions in Å, forces in eV/Å.

* ΔE to the lowest compared entry with this formula, charge and spin: 234.29 kJ/mol
* 2S+1: 1



Record 4
The following is a DFT calculation (the ωB97M-V functional and the def2-TZVPD basis) of one molecule with the formula C2H6NO2PS at a distorted geometry.

Structure (XYZ):
```
13
Properties=species:S:1:pos:R:3:forces:R:3
C 1.3906 -2.1664 -0.9750 -0.271 0.609 0.105
C -0.5345 2.9118 1.7207 0.256 -5.959 -3.794
N -0.3855 1.4155 0.7131 0.523 6.991 3.827
O -0.1866 -0.5463 -2.2965 -0.681 0.142 -1.089
O -0.5268 -0.9561 0.1941 0.611 -0.630 -0.508
P -1.4137 0.1852 0.9627 -0.633 -0.715 0.087
S 0.5554 -0.5301 -1.0629 0.591 -1.099 1.262
H 2.3906 -2.0419 -1.3778 0.090 0.076 -0.111
H 1.4422 -2.4850 0.0564 0.038 -0.031 0.216
H 0.8278 -2.8715 -1.5732 -0.210 -0.038 -0.108
H -1.4557 3.0410 2.2365 -0.385 0.157 0.280
H 0.2394 3.5988 1.4807 0.291 0.299 -0.142
H -2.3432 0.4452 -0.0788 -0.220 0.196 -0.025
```
Positions in Å, forces in eV/Å.

* ΔE to the lowest compared entry with this formula, charge and spin: 666.59 kJ/mol
* 2S+1: 1



Record 5
The following is a DFT calculation (the ωB97M-V functional and the def2-TZVPD basis) of an isolated ion of composition C2H6NO2S and charge -1 at a distorted geometry.

Structure (XYZ):
```
12
Properties=species:S:1:pos:R:3:forces:R:3
C -0.8147 1.5052 -0.0716 0.847 0.901 1.359
N -1.4314 0.2801 -0.4200 1.567 -3.892 1.788
S -0.3939 -0.8868 0.4572 -1.564 2.900 -1.957
C 1.1829 -0.9945 -0.5459 -1.943 -1.019 0.081
O 0.0360 -0.3361 1.7021 1.067 1.107 2.003
O -0.9253 -2.2063 0.6637 -0.614 -1.083 -1.377
H -1.4661 2.3717 -0.0908 -0.418 0.245 -1.231
H 0.1497 1.6439 -0.5933 -0.041 0.798 -0.274
H -0.5528 1.6106 1.0004 0.181 -0.380 -0.157
H 1.2386 -0.0705 -1.1026 -0.263 -0.082 -0.715
H 2.0505 -0.9684 0.0976 0.049 -0.751 0.331
H 0.9265 -1.9490 -1.0969 1.132 1.255 0.151
```
Positions in Å, forces in eV/Å.

* SMILES string: CN=[S@@](C)(=O)[O-]
* total charge: -1
* ΔE to the lowest compared entry with this formula, charge and spin: 357.51 kJ/mol
* 2S+1: 1



Record 6
The following is a DFT calculation (the ωB97M-V functional and the def2-TZVPD basis) of a 3-piece molecular cluster, C2H6NO3 overall at a distorted geometry.

Structure (XYZ):
```
12
Properties=species:S:1:pos:R:3:forces:R:3
O -0.1856 -0.0418 0.6378 2.737 0.803 -1.734
C 1.1186 -0.0822 0.4598 -0.053 -2.560 2.521
N 1.9969 -0.4884 -0.4270 -1.947 -0.187 -1.721
C -0.4950 -0.5307 -2.2012 0.728 0.440 -3.116
O 0.4816 -0.4872 -2.9627 -2.351 -0.227 1.630
H 1.7114 -0.0196 1.3873 -0.685 1.221 1.421
H 2.3969 -1.4269 -0.3702 0.008 0.944 0.239
H -0.4904 -0.7916 -1.1342 0.283 0.011 -0.224
H -1.5250 -0.2378 -2.6841 1.093 -0.315 0.832
H -2.1899 1.3227 3.1100 -1.301 -1.184 -0.171
H -1.3121 1.2252 1.6593 -0.253 -1.608 -0.645
O -1.5074 1.5582 2.5252 1.741 2.662 0.967
```
Positions in Å, forces in eV/Å.

* total charge: -1
* ΔE to the lowest compared entry with this formula, charge and spin: 441.73 kJ/mol
* 2S+1: 1



Record 7
The following is a DFT calculation (the ωB97M-V functional and the def2-TZVPD basis) of an isolated ion of composition C2H6NO4S2 and charge +1 at a distorted geometry.

Structure (XYZ):
```
15
Properties=species:S:1:pos:R:3:forces:R:3
C 0.5785 -1.1886 0.0953 2.050 0.097 0.738
C 0.2745 0.2292 0.5798 0.391 -1.404 -2.636
N -0.5039 0.8774 -0.5525 1.980 -1.296 -2.162
O -2.3478 -0.9142 -1.0037 -0.635 0.230 -0.128
O -1.9641 -3.3402 -0.7816 -0.551 -1.561 -1.195
O -1.4034 -1.8919 1.0670 -1.523 0.088 -0.657
O 0.0325 -1.6544 -0.8949 -0.181 -0.812 -1.499
S 1.7878 -2.0703 0.9658 -0.557 -0.397 0.081
S -1.8114 -2.0497 -0.3115 0.599 0.331 2.417
H 1.2468 0.5777 0.8017 0.659 1.533 0.431
H -0.3270 -0.0385 1.3918 -1.074 0.810 1.559
H -1.3054 0.1122 -0.8170 -0.040 2.030 0.378
H 0.0636 0.8889 -1.4617 -0.274 -1.013 1.359
H -0.6031 1.8841 -0.6016 -1.250 0.369 1.430
H 1.2876 -3.3284 0.6569 0.407 0.995 -0.114
```
Positions in Å, forces in eV/Å.

* total charge: +1
* ΔE to the lowest compared entry with this formula, charge and spin: 30.41 kJ/mol
* 2S+1: 1



Record 8
The following is a DFT calculation (the ωB97M-V functional and the def2-TZVPD basis) of a 2-piece molecular cluster, C2H6NOS overall at a distorted geometry.

Structure (XYZ):
```
11
Properties=species:S:1:pos:R:3:forces:R:3
C 1.6890 -0.5950 1.4311 -1.865 -1.555 0.074
S -0.0404 -0.8471 2.1044 0.425 -0.440 0.006
H 2.3554 -0.4704 2.2436 0.872 0.471 0.597
H 2.0016 -1.4545 0.8280 0.051 0.103 0.061
H 1.5389 0.2427 0.8116 0.695 1.248 -0.755
C -1.0671 1.0595 -1.5162 -0.851 0.348 -2.674
N -1.4315 0.0197 -0.7487 1.384 0.495 -0.034
O -1.8896 1.3361 -2.4568 2.627 0.919 2.169
H 0.0066 1.6322 -1.3428 -2.707 -1.539 -0.303
H -0.8028 -0.6842 -0.3696 -0.051 0.581 0.993
H -2.3601 -0.2389 -0.9847 -0.579 -0.631 -0.135
```
Positions in Å, forces in eV/Å.

* total charge: -1
* ΔE to the lowest compared entry with this formula, charge and spin: 182.11 kJ/mol
* 2S+1: 1



Record 9
The following is a DFT calculation (the ωB97M-V functional and the def2-TZVPD basis) of C2H6NOS as an isolated structure at a distorted geometry.

Structure (XYZ):
```
11
Properties=species:S:1:pos:R:3:forces:R:3
C -1.7197 -0.1836 0.0880 5.202 0.428 -0.182
C -0.4266 -1.0116 -0.2244 0.102 1.533 0.248
N 0.6103 0.0361 -0.0661 -4.673 1.087 -1.197
O -3.7977 0.9737 0.0221 0.470 1.873 1.295
S -3.2424 -0.4925 -0.0715 -0.284 -0.096 -0.372
H -3.0123 1.5279 0.3928 -2.030 -0.675 -0.854
H -0.3891 -1.3625 -1.2506 -0.613 -0.374 -0.119
H -0.2093 -1.8159 0.4465 -0.221 -0.566 0.469
H 0.3932 0.7563 -0.7800 2.010 -0.803 0.415
H -0.8543 0.9087 0.3501 -2.476 -2.274 -0.021
H 1.4640 -0.2275 0.2861 2.513 -0.133 0.317
```
Positions in Å, forces in eV/Å.

* total charge: +1
* ΔE to the lowest compared entry with this formula, charge and spin: 287.69 kJ/mol
* 2S+1: 1



Record 10
The following is a DFT calculation (the ωB97M-V functional and the def2-TZVPD basis) of a 2-piece molecular cluster, C2H6NS overall at a distorted geometry.

Structure (XYZ):
```
10
Properties=species:S:1:pos:R:3:forces:R:3
S 0.5950 3.1946 -0.0852 0.083 -0.157 -0.091
H 1.8334 2.8644 -0.5007 -0.045 0.047 0.031
C -1.3299 -1.3708 0.3835 0.442 -1.182 1.191
C -0.3504 -0.4597 0.3059 -1.596 0.123 -2.342
N 0.7862 -0.6434 -0.5731 0.048 -0.115 0.960
H -1.1552 -2.4555 0.1781 -0.142 1.017 -0.240
H -2.2867 -1.1433 0.8767 0.570 0.042 -0.144
H -0.6608 0.5746 0.4559 0.568 0.095 0.483
H 1.6195 -0.8181 -0.0197 0.050 -0.001 -0.067
H 0.9489 0.2571 -1.0215 0.022 0.131 0.216
```
Positions in Å, forces in eV/Å.

* total charge: -1
* ΔE to the lowest compared entry with this formula, charge and spin: 80.22 kJ/mol
* 2S+1: 1



- The highest ΔE to the lowest compared entry with this formula, charge and spin belongs to which entry?
  C2H6NO2PS



Repeat the first record exactly.
The following is a DFT calculation (the ωB97M-V functional and the def2-TZVPD basis) of a 2-piece molecular cluster, C2H6NO2 overall at a distorted geometry.

Structure (XYZ):
```
11
Properties=species:S:1:pos:R:3:forces:R:3
C -1.5750 -1.4485 -0.3464 -0.011 -0.343 -0.654
O -0.3516 -1.4341 0.3091 -0.265 -0.115 0.690
H -1.8287 -2.4715 -0.6590 0.258 -0.077 0.057
H -2.4666 -1.1409 0.2308 0.346 0.396 0.094
H -1.4895 -0.8748 -1.2789 -0.420 0.225 0.050
C 1.9346 1.5650 0.2807 0.037 -0.641 -1.442
N 0.7254 1.0241 0.2719 -0.274 0.217 1.147
O 2.3135 2.7279 0.0359 -0.169 0.281 0.684
H 2.7310 0.7835 0.3386 -0.034 0.051 0.186
H -0.0122 -0.4804 0.4045 0.371 -0.213 -0.304
H 0.0192 1.7496 0.4128 0.160 0.218 -0.509
```
Positions in Å, forces in eV/Å.

* total charge: -1
* ΔE to the lowest compared entry with this formula, charge and spin: 121.83 kJ/mol
* 2S+1: 1



- Look up the ΔE to the lowest compared entry with this formula, charge and spin of the eighth one.
  182.11 kJ/mol